{
  "formula": "C39H49BN11O2SV",
  "method": "the ωB97M-V functional and the def2-TZVPD basis",
  "gap_ev": [3.73, 4.43],
  "fmax_ha_per_bohr": 0.032,
  "e_lumo_ev": [-10.5, -9.8],
  "s_squared": 0.769,
  "charge": 3,
  "e_homo_ev": [-14.19, -14.19],
  "spin_multiplicity": 2,
  "elements": ["H", "O", "V", "H", "H", "H", "C", "C", "H", "C", "N", "C", "H", "C", "C", "C", "H", "C", "H", "C", "C", "H", "H", "N", "H", "H", "N", "H", "C", "H", "H", "N", "C", "H", "H", "H", "N", "O", "H", "H", "N", "H", "C", "C", "C", "H", "N", "C", "N", "C", "H", "C", "B", "N", "H", "C", "C", "H", "H", "C", "H", "H", "H", "C", "C", "H", "H", "H", "H", "C", "H", "H", "H", "C", "C", "C", "H", "N", "H", "H", "C", "C", "C", "H", "H", "C", "H", "H", "C", "H", "H", "H", "H", "C", "C", "S", "H", "N", "C", "C", "C", "H", "C", "C"],
  "xyz": [[1.607, -0.877, -7.347], [3.835, 0.068, 1.080], [0.041, 0.785, -2.368], [-1.327, -2.160, 4.054], [-0.907, 0.473, 4.666], [-2.754, -1.142, -6.722], [-0.627, 2.939, -5.584], [4.016, -1.719, 3.368], [4.673, -2.428, 5.274], [-1.641, 0.789, 5.397], [-3.193, 1.613, 3.648], [-2.844, 1.365, 4.995], [-0.527, 5.493, -2.478], [-2.435, -1.149, -4.609], [-0.213, 1.944, 1.611], [-0.872, 2.860, -7.043], [2.676, -2.133, -6.724], [-3.331, -0.235, -1.149], [-4.738, 2.118, 5.670], [-0.631, -2.980, 3.870], [-3.302, -1.240, -3.514], [-0.025, 2.404, -7.559], [-2.678, -0.670, -0.390], [-0.250, 2.287, -3.503], [-1.933, -4.071, 2.551], [2.967, 2.942, 0.958], [-1.635, 0.120, -2.986], [-0.739, -3.699, 4.680], [2.009, -0.775, -5.250], [2.554, -0.738, -0.766], [3.716, -5.446, 2.386], [0.529, -2.227, 1.181], [-2.526, -1.844, -5.917], [4.129, -0.671, 3.613], [-0.712, 5.101, -5.090], [-4.296, -0.732, -1.083], [1.561, 0.435, -3.454], [-3.005, 1.548, 1.397], [0.935, -2.206, -6.407], [-0.891, 4.100, -1.456], [-1.108, 1.836, 2.650], [-1.188, -3.177, 0.436], [-3.795, 1.673, 5.969], [3.291, -1.004, 1.127], [-3.543, 1.425, 7.301], [-3.476, 0.821, -0.920], [2.323, -1.247, 0.070], [-2.775, -0.444, -2.511], [0.358, 1.670, -0.697], [3.553, -2.072, 2.097], [-1.508, 1.186, 0.067], [2.894, 0.169, -3.424], [-0.347, 0.361, -5.119], [-0.422, 1.874, -4.796], [-4.181, 1.709, 3.471], [-2.334, 0.863, 7.722], [-0.525, 1.563, 0.306], [1.164, -2.459, 1.939], [4.170, -0.974, -4.806], [3.772, -4.403, 2.667], [2.212, 2.358, -1.331], [-4.213, -1.811, -3.465], [3.637, 0.606, -1.400], [1.088, 2.411, 1.853], [4.318, -2.704, 4.291], [-2.848, -0.076, 9.574], [0.388, -2.583, 3.923], [3.182, -3.710, 0.733], [-1.498, -1.824, 1.532], [4.188, -4.044, 3.945], [-0.237, -4.481, 2.358], [-0.464, 0.130, -6.272], [-2.137, 1.504, 9.757], [-0.585, 4.080, -4.772], [-0.928, -3.651, 2.529], [3.197, -0.600, -4.534], [-4.295, 1.672, 8.041], [1.043, -0.119, -4.592], [-1.028, 3.857, -7.444], [-1.753, 2.254, -7.259], [-2.481, 1.643, 2.497], [-0.239, 4.471, -2.247], [-0.853, -2.689, 1.351], [-1.106, 0.130, 9.332], [0.787, 4.489, -1.878], [1.035, -1.657, 0.117], [4.072, 1.765, -2.653], [1.393, 2.681, 2.857], [1.794, -1.541, -6.501], [-3.315, -2.589, -5.876], [-0.458, 0.104, 7.040], [-0.785, 2.157, 3.553], [4.841, 0.190, -2.611], [-2.080, 0.585, 9.169], [-1.397, 0.554, 6.742], [0.053, -1.389, -1.270], [4.432, -4.813, 4.665], [-1.451, -0.305, -4.270], [3.896, 0.705, -2.455], [1.571, 2.199, -0.474], [3.456, -3.425, 1.742], [-1.587, -2.339, -6.161], [-0.353, 3.645, -3.482], [1.973, 2.550, 0.800]]
}

=====

{
  "formula": "C5H9N",
  "method": "the ωB97M-V functional and the def2-TZVPD basis",
  "gap_ev": 10.17,
  "fmax_ha_per_bohr": 0.087,
  "e_lumo_ev": 1.2,
  "smiles": "C1C[C@H]2N[C@@H]2C1",
  "charge": 0,
  "e_homo_ev": -9.00,
  "spin_multiplicity": 1,
  "elements": ["H", "H", "N", "C", "H", "C", "C", "H", "H", "H", "H", "H", "C", "H", "C"],
  "xyz": [[2.673, -0.157, -0.811], [-1.864, 0.371, -0.936], [2.226, -0.014, 0.042], [-1.264, 0.045, -0.054], [0.625, 0.443, -1.290], [-0.252, 1.272, 0.245], [0.914, 0.582, -0.306], [-1.021, -1.891, 0.568], [0.811, -0.677, 1.517], [-0.625, 2.276, -0.109], [-0.636, -1.585, -1.155], [-2.071, -0.005, 0.599], [0.974, -0.698, 0.385], [-0.038, 1.242, 1.365], [-0.451, -1.203, -0.061]]
}

=====

{
  "formula": "C2H4Si",
  "method": "the ωB97M-V functional and the def2-TZVPD basis",
  "gap_ev": 9.65,
  "fmax_ha_per_bohr": 0.073,
  "e_lumo_ev": -0.2,
  "charge": 0,
  "e_homo_ev": -9.82,
  "spin_multiplicity": 1,
  "elements": ["C", "H", "Si", "H", "H", "H", "C"],
  "xyz": [[0.201, -1.969, 1.113], [-0.047, 2.067, 0.463], [-0.109, 1.147, -0.675], [1.072, 0.919, -1.481], [-1.345, 1.493, -1.671], [0.157, -2.559, 1.964], [0.072, -1.097, 0.288]]
}

=====

Values of energy relative to the best compared isomer or geometry (same formula, charge and spin), in order: 12.7, 116.0, 47.3, all in kcal per mole.
Values of energy, in order: -98905.2238, -6815.9649, -10011.8137, all in eV.